This record from OMol25 describes an isolated molecule of C13H18N4O5 in a non-equilibrium geometry. The level of theory is ωB97M-V with the def2-TZVPD basis set.

DFT total energy in eV: -29968.0545
LUMO level in eV: -0.492
Relative energy (zero: lowest compared OMol25 entry of this formula, charge and spin) in kJ/mol: 440.5
SMILES: CC(C)c1onc(C(=O)N2CCC(C(N)=O)CC2)c1[N+](=O)[O-]
HOMO in eV: -9.4
F_max in eV Å⁻¹: 1.803

```
40
Properties=species:S:1:pos:R:3:forces:R:3:lowdin_charge:R:1
C -5.5804 -0.6896 -0.6458 0.09 0.06 0.13 -0.05
C -4.4648 0.2811 -0.2714 -0.18 -0.07 -0.22 -0.34
C -4.2229 1.3095 -1.3854 0.02 -0.02 0.20 -0.04
C -3.1960 -0.4503 -0.0049 0.71 0.98 0.79 -0.15
O -3.0270 -1.6841 -0.4516 -0.66 0.57 -0.08 0.05
N -1.7936 -2.1521 -0.1095 1.34 -0.73 0.26 0.16
C -1.1755 -1.2105 0.5373 -0.81 0.52 0.08 -0.13
C 0.1232 -1.3975 1.2700 0.00 -0.31 -0.06 -0.42
O 0.0911 -1.8924 2.3788 -0.11 -0.05 0.16 0.10
N 1.2238 -0.9760 0.6396 0.21 -0.16 -0.12 -0.03
C 1.1836 -0.2726 -0.6280 -0.15 0.27 -0.47 -0.14
C 2.5841 -0.1675 -1.2157 -0.06 0.00 0.05 -0.12
C 3.5366 0.6041 -0.2935 0.03 -0.22 -0.10 -0.23
C 4.9599 0.0717 -0.4623 -0.35 0.47 0.00 -0.53
N 5.9213 0.9604 -0.1243 0.47 0.25 0.09 0.17
O 5.2178 -1.0508 -0.8306 0.07 -0.44 -0.10 0.07
C 3.1219 0.4140 1.1796 -0.01 -0.13 0.01 -0.11
C 2.4850 -0.9575 1.3557 0.20 0.03 0.44 -0.11
C -2.0282 -0.0661 0.6380 -0.65 -1.45 -0.86 -0.03
N -1.7144 1.1722 1.2326 -0.05 0.30 -0.01 -0.33
O -2.6148 1.9745 1.3800 -0.22 0.25 0.09 0.10
O -0.5526 1.3685 1.5315 0.24 0.04 0.18 0.10
H -5.3345 -1.2170 -1.5639 -0.04 -0.07 -0.09 0.09
H -5.7321 -1.4231 0.1418 -0.08 -0.11 0.03 0.09
H -6.5074 -0.1429 -0.7941 -0.08 0.04 -0.03 0.08
H -4.7277 0.8278 0.6406 0.11 -0.14 -0.09 0.14
H -3.8741 0.8179 -2.2908 0.02 -0.04 -0.11 0.09
H -5.1530 1.8250 -1.6051 -0.10 0.07 -0.06 0.08
H -3.4902 2.0484 -1.0723 0.07 0.07 -0.04 0.07
H 0.7733 0.7358 -0.4784 -0.04 -0.09 -0.07 0.12
H 0.5336 -0.8163 -1.3203 0.07 0.13 0.05 0.13
H 2.9911 -1.1690 -1.3687 -0.01 0.06 -0.04 0.12
H 2.5276 0.3194 -2.1899 -0.02 -0.06 -0.01 0.13
H 3.5282 1.6703 -0.5363 0.02 -0.03 0.00 0.14
H 5.7095 1.8869 0.1987 -0.04 -0.04 -0.04 0.10
H 6.8846 0.6705 -0.1618 -0.05 -0.02 0.02 0.11
H 3.9874 0.5074 1.8367 -0.03 0.05 0.04 0.12
H 2.3924 1.1737 1.4665 0.03 0.03 0.04 0.12
H 2.2635 -1.1657 2.4043 0.08 -0.01 -0.16 0.13
H 3.1497 -1.7382 0.9727 -0.02 0.01 0.09 0.14
```
Positions in Å, forces in eV/Å.


This record from OMol25 describes the ion ClH2NO2P with charge -1 in a non-equilibrium geometry. The level of theory is ωB97M-V with the def2-TZVPD basis set.

DFT total energy in eV: -27433.5167
LUMO level in eV: 4.145
Relative energy (zero: lowest compared OMol25 entry of this formula, charge and spin) in kJ/mol: 35.7
Charge: -1
SMILES: N[P@](=O)([O-])Cl
HOMO in eV: -5.5
F_max in eV Å⁻¹: 3.775

```
7
Properties=species:S:1:pos:R:3:forces:R:3:lowdin_charge:R:1
N 1.1925 -0.1022 0.0813 -1.56 -1.92 0.00 -0.09
P -0.4615 -0.4537 0.0294 -0.78 0.23 2.14 0.04
O -0.9802 -1.0208 1.2830 0.53 0.57 0.72 -0.39
O -0.9228 -0.9456 -1.2250 -0.50 -0.99 -3.61 -0.38
Cl -1.4020 1.7904 -0.0111 0.75 -0.86 0.17 -0.17
H 1.5156 0.0796 -0.8438 0.24 0.80 -0.42 0.03
H 1.0583 0.6523 0.6863 1.32 2.17 1.00 -0.03
```
Positions in Å, forces in eV/Å.


This record from OMol25 describes a structure of composition C29H72BF10FeNO31S11 in a non-equilibrium geometry. The level of theory is ωB97M-V with the def2-TZVPD basis set.

DFT total energy in eV: -277630.5470
LUMO level (alpha / beta) in eV: -0.098 / -0.107
2S+1: 5
Relative energy (zero: lowest compared OMol25 entry of this formula, charge and spin) in kJ/mol: 0.0
⟨S²⟩: 6.006
HOMO (alpha / beta) in eV: -10.2 / -10.1
F_max in eV Å⁻¹: 3.992

```
156
Properties=species:S:1:pos:R:3:forces:R:3:lowdin_spin:R:1
Fe -1.9574 -1.6587 1.0713 0.00 -0.54 -0.14 3.78
B -2.4902 0.0421 3.2051 -0.89 -0.57 -0.17 0.00
F -1.2303 -0.5388 2.8420 0.35 0.26 0.24 0.03
F -3.1030 -0.6949 4.2005 0.34 -0.04 -0.23 0.00
F -2.4375 1.3524 3.4779 0.36 0.70 0.05 0.00
F -3.2105 -0.1901 1.9303 -0.10 -0.20 0.34 0.04
C 1.1515 1.1412 0.9625 -0.22 -0.78 0.27 0.00
F 1.7403 0.7015 2.0862 -3.03 2.18 -0.36 0.00
F 0.1180 1.8889 1.3194 0.10 0.09 -0.19 0.00
F 2.0267 1.8041 0.2393 -0.05 0.39 0.35 0.00
S 0.6923 -0.4152 -0.0073 -1.00 0.11 -0.29 0.00
O 1.4137 -0.3141 -1.2268 -0.18 0.28 -0.34 0.00
O 0.9482 -1.5394 0.8172 0.11 -0.43 1.02 0.00
N -0.9662 -0.3820 -0.1747 1.72 1.03 -0.38 0.04
S -1.4772 0.8163 -1.1282 0.04 0.73 -0.35 0.01
O -2.7943 1.2126 -0.7754 -0.41 -0.40 0.04 0.00
O -0.4977 1.8495 -1.3240 0.10 -0.39 0.12 0.01
C -1.5514 0.0202 -2.7995 -0.62 -0.38 0.14 0.00
F -2.2769 0.8060 -3.5926 0.01 0.13 -0.18 0.00
F -0.3426 -0.1279 -3.3254 -0.07 0.29 0.11 0.00
F -2.1368 -1.1846 -2.7581 0.20 0.18 0.04 0.00
O 3.3210 6.1111 -3.1787 -0.30 0.50 -0.28 0.00
S 3.3098 5.3316 -1.9888 1.34 -0.88 -0.38 0.00
O 2.2066 5.3397 -1.0966 -0.95 0.36 0.57 0.00
O 3.6143 3.8306 -2.3811 -0.10 -0.41 0.00 0.00
C 2.4835 2.9200 -2.5702 -0.33 0.71 0.28 0.00
C 1.6398 3.2980 -3.7674 0.35 -1.11 -0.64 0.00
C 4.7952 5.6490 -1.0906 -0.77 0.12 0.58 0.00
H 1.8326 2.9568 -1.6996 0.23 0.14 0.12 0.00
H 2.9401 1.9351 -2.5819 0.00 -0.01 -0.35 0.00
H 0.8652 2.5254 -3.8297 -0.27 0.36 0.11 0.00
H 2.1778 3.2091 -4.7155 0.22 0.20 0.14 0.00
H 1.2210 4.2971 -3.7033 -0.15 -0.03 0.19 0.00
H 5.6610 5.2942 -1.6319 0.09 0.17 -0.14 0.00
H 4.6762 5.1489 -0.1313 0.19 -0.16 -0.06 0.00
H 4.7646 6.7209 -0.9009 0.37 0.04 -0.19 0.00
O 3.5350 -3.1776 -0.1497 -0.46 0.45 0.27 0.00
S 4.5806 -2.2774 0.2350 1.68 -1.10 -0.63 0.00
O 4.5980 -0.9076 -0.1498 -0.95 0.94 -0.17 0.00
O 4.8726 -2.4261 1.7797 -0.16 0.09 -0.03 0.00
C 3.8567 -1.9247 2.6776 -1.59 0.58 0.73 0.00
C 3.6346 -0.4111 2.6728 2.95 -1.38 -2.31 0.00
C 6.0966 -2.9371 -0.3925 -0.42 -0.87 0.39 0.00
H 4.0900 -2.3142 3.6668 0.68 0.06 -0.02 0.00
H 2.8779 -2.3904 2.4865 0.46 -0.24 -0.55 0.00
H 4.5956 0.0799 2.4764 0.26 -0.04 0.46 0.00
H 3.2155 -0.0462 3.6061 1.10 -0.95 -2.28 0.00
H 3.0604 -0.0988 1.7997 1.72 -1.48 0.57 0.00
H 5.8844 -3.3017 -1.3957 -0.08 0.26 -0.12 0.00
H 6.3016 -3.8148 0.2215 0.37 0.12 -0.02 0.00
H 6.8767 -2.1883 -0.3780 0.08 0.02 0.15 0.00
O -5.7106 -2.6657 -1.1950 -0.26 -0.77 -0.40 0.00
S -4.9876 -1.5036 -0.8341 -0.25 0.93 0.60 0.00
O -3.6685 -1.6548 -0.2895 0.54 -0.38 0.24 0.02
O -4.8463 -0.5066 -2.0345 -0.24 -0.58 -0.29 0.00
C -5.3206 -0.9521 -3.3406 0.21 0.40 -0.79 0.00
C -6.7895 -0.7016 -3.5232 -0.40 0.13 0.56 0.00
C -5.9144 -0.5134 0.2796 0.50 -0.02 0.13 0.00
H -5.0515 -1.9882 -3.5345 0.08 -0.03 0.29 0.00
H -4.7545 -0.3238 -4.0268 0.08 -0.03 0.06 0.00
H -7.0847 -0.8355 -4.5618 0.08 -0.06 -0.05 0.00
H -7.0316 0.3213 -3.2294 0.04 0.03 -0.14 0.00
H -7.3806 -1.3712 -2.8963 -0.01 -0.06 -0.11 0.00
H -5.7980 -0.9263 1.2788 0.06 -0.03 0.00 0.00
H -6.9594 -0.5159 -0.0066 -0.02 0.17 -0.20 0.00
H -5.4182 0.4542 0.2167 -0.31 0.16 0.20 0.00
O -6.0558 2.9641 -5.8097 -0.47 -0.60 0.41 0.00
S -5.7968 4.0427 -6.7007 1.08 -1.38 -0.26 0.00
O -6.4941 5.2569 -6.5762 -0.25 1.20 0.03 0.00
O -4.2245 4.3070 -6.6280 -0.40 0.36 0.07 0.00
C -3.3982 3.1743 -6.2833 0.51 -0.44 -0.33 0.00
C -1.9836 3.5047 -6.7162 -0.10 0.28 0.33 0.00
C -5.9050 3.4887 -8.3704 -0.34 0.93 -0.41 0.00
H -3.7172 2.2702 -6.8121 -0.27 0.20 -0.08 0.00
H -3.4881 2.9493 -5.2232 0.01 0.23 0.07 0.00
H -1.5602 4.2878 -6.0868 0.04 -0.03 -0.01 0.00
H -1.9754 3.8668 -7.7434 -0.01 -0.12 -0.05 0.00
H -1.3582 2.6158 -6.6385 0.02 0.01 0.01 0.00
H -5.2426 2.6560 -8.5674 -0.05 -0.16 0.07 0.00
H -5.6239 4.3649 -8.9579 0.23 -0.16 -0.06 0.00
H -6.9446 3.3026 -8.6311 0.00 -0.37 0.25 0.00
O -2.3962 6.1373 3.5143 0.00 -0.11 0.30 0.00
S -1.5232 6.0466 2.3922 -0.36 -0.41 -0.29 0.00
O -1.4628 7.1195 1.4633 -0.04 0.78 -0.60 0.00
O -0.0619 5.7566 2.8815 0.80 -0.14 0.51 0.00
C 1.0048 6.6754 2.4941 -0.21 0.38 0.43 0.00
C 2.3113 6.1844 3.0752 -0.01 0.09 -0.76 0.00
C -1.8203 4.5440 1.5240 -0.72 0.29 -0.03 0.00
H 0.7772 7.6455 2.9446 -0.07 -0.06 -0.11 0.00
H 0.9864 6.8078 1.4138 0.19 -0.24 -0.01 0.00
H 3.0598 6.9265 2.7837 0.03 0.05 0.32 0.00
H 2.6611 5.2503 2.6336 -0.26 -0.16 0.16 0.00
H 2.2397 6.1090 4.1562 0.15 -0.06 0.04 0.00
H -0.9221 4.3089 0.9660 0.03 -0.35 0.08 0.00
H -2.6348 4.7323 0.8250 0.02 0.13 -0.01 0.00
H -2.1867 3.8179 2.2455 0.48 -0.33 -0.07 0.00
O 4.2063 -3.3972 -3.2125 0.06 -0.34 0.13 0.00
S 3.6257 -2.4658 -4.1194 -0.97 0.40 0.14 0.00
O 4.1304 -2.3610 -5.4547 0.18 0.34 0.08 0.00
O 2.0855 -2.8483 -4.2159 -0.33 -0.41 0.18 0.00
C 1.2028 -2.1131 -5.1108 0.83 0.54 -0.04 0.00
C 0.4374 -3.0877 -5.9438 -0.17 -0.99 0.40 0.00
C 3.5031 -0.8803 -3.3095 0.90 -0.97 -0.03 0.00
H 1.8124 -1.4568 -5.7384 0.02 -0.08 0.00 0.00
H 0.5589 -1.4834 -4.4940 0.19 -0.37 -0.17 0.00
H 1.0769 -3.8598 -6.3730 0.29 0.37 -0.25 0.00
H -0.1128 -2.5829 -6.7332 -0.19 -0.03 0.04 0.00
H -0.2127 -3.6704 -5.2835 -0.37 0.27 -0.20 0.00
H 2.7279 -0.8755 -2.5460 -0.23 -0.08 -0.60 0.00
H 3.4347 -0.1628 -4.1182 -0.03 0.45 0.30 0.00
H 4.4162 -0.8528 -2.7131 0.25 0.57 -0.38 0.00
O -1.3383 -5.3067 -1.5956 -0.69 -0.27 -0.73 0.00
S -0.8066 -4.5837 -0.5061 1.38 0.45 0.61 0.01
O -1.3524 -3.3033 -0.1335 -1.10 0.26 0.17 0.03
O -0.8884 -5.4612 0.7970 0.18 0.18 -0.15 0.00
C -0.3503 -6.7972 0.6754 -0.16 -0.84 0.09 0.00
C -0.6170 -7.4979 1.9810 0.70 -0.08 0.20 0.00
C 0.8933 -4.2518 -0.7569 -0.45 -0.12 0.17 0.00
H 0.7260 -6.8016 0.4873 -0.03 0.46 0.00 0.00
H -0.8272 -7.3131 -0.1583 -0.14 0.16 -0.01 0.00
H -0.1524 -8.4868 1.9462 -0.30 -0.08 -0.12 0.00
H -1.6740 -7.5727 2.2156 -0.05 -0.01 0.01 0.00
H -0.0735 -6.9811 2.7734 -0.26 0.18 0.11 0.00
H 1.2950 -3.8247 0.1574 0.09 -0.07 -0.03 0.00
H 0.8769 -3.4911 -1.5370 0.35 -0.14 -0.14 0.00
H 1.3808 -5.1711 -1.0572 0.27 0.10 -0.18 0.00
O 3.0594 2.7547 5.1072 0.75 0.47 -0.25 0.00
S 2.2659 1.6089 5.3223 -1.88 0.32 1.10 0.00
O 2.5744 0.3441 4.7339 -1.46 0.59 2.90 0.00
O 2.1970 1.3761 6.8839 0.25 0.13 0.36 0.00
C 1.9801 0.0334 7.3863 -0.17 0.06 0.26 0.00
C 2.0096 0.1227 8.9049 -0.07 0.25 -0.63 0.00
C 0.5695 2.0339 4.9613 1.51 -0.21 -0.14 0.00
H 2.7796 -0.5949 7.0000 -0.14 -0.14 -0.03 0.00
H 1.0059 -0.3254 7.0395 0.09 0.02 -0.10 0.00
H 1.4521 1.0073 9.2100 0.08 0.02 0.10 0.00
H 3.0475 0.2060 9.2164 -0.09 -0.02 0.35 0.00
H 1.5122 -0.7397 9.3424 0.23 -0.15 0.06 0.00
H -0.0462 1.1775 5.2015 -0.32 0.08 0.03 0.00
H 0.6129 2.2316 3.8942 -0.49 0.12 -0.08 0.00
H 0.4019 2.9319 5.5442 -0.44 0.02 -0.05 0.00
O 1.3608 -4.1725 3.1725 0.34 -0.28 -0.22 0.00
S 0.1695 -3.4724 3.5090 0.48 0.27 0.84 0.00
O -0.7033 -3.0512 2.4807 -1.31 0.02 -0.97 0.02
O -0.6982 -4.3592 4.4722 -0.22 -0.05 0.20 0.00
C -0.0098 -5.0862 5.5073 0.86 -0.59 0.54 0.00
C -0.8764 -6.2283 5.9675 0.36 -0.41 -0.13 0.00
C 0.5596 -2.0968 4.5130 0.29 -0.67 0.57 0.00
H 0.3065 -4.4564 6.3477 -0.59 0.39 -0.16 0.00
H 0.9445 -5.4724 5.1365 -0.25 -0.04 -0.40 0.00
H -0.3028 -6.8392 6.6692 -0.06 0.22 0.19 0.00
H -1.0591 -6.8994 5.1287 -0.34 0.13 -0.07 0.00
H -1.8032 -5.9111 6.4352 -0.08 0.03 -0.07 0.00
H 1.1110 -2.5202 5.3554 0.26 0.19 -0.09 0.00
H -0.3531 -1.6670 4.9106 -0.10 0.29 -0.36 0.00
H 1.1960 -1.4451 3.9241 -0.14 0.29 0.07 0.00
```
Positions in Å, forces in eV/Å.


This record from OMol25 describes a cluster of 2 separate species, C24H51IO3P in total in a non-equilibrium geometry. The level of theory is ωB97M-V with the def2-TZVPD basis set.

DFT total energy in eV: -49241.8676
LUMO level in eV: -2.118
Charge: +1
HOMO in eV: -11.8
F_max in eV Å⁻¹: 1.279

```
80
Properties=species:S:1:pos:R:3:forces:R:3:lowdin_charge:R:1
C -7.8701 0.6857 -6.1527 0.00 0.03 -0.04 -0.11
C -6.6073 1.5277 -5.9100 -0.17 -0.12 -0.20 -0.25
C -5.2796 0.7456 -6.0334 0.06 0.04 0.11 -0.19
C -4.4752 0.6318 -4.7248 -0.15 0.12 -0.26 -0.10
C -4.9935 -0.4187 -3.7871 -1.26 0.01 0.22 -0.44
O -6.1429 -0.7558 -3.6914 1.04 0.12 -0.23 0.17
O -4.0712 -0.8570 -2.8340 0.13 -0.04 -0.08 -0.13
C -3.2590 -1.9611 -3.1296 0.10 -0.11 0.11 -0.72
I -2.1778 -2.3126 -1.2753 -0.04 0.02 -0.08 0.91
C -4.0106 -3.2188 -3.5643 -0.01 -0.29 -0.01 -0.20
C -3.8485 -3.5770 -5.0512 -0.09 0.00 0.00 -0.23
O -3.9333 -2.4754 -5.9454 -0.22 0.15 0.20 -0.06
H -7.7037 -0.0484 -6.9480 -0.01 0.10 0.07 0.07
H -8.1765 0.1447 -5.2561 0.10 -0.02 -0.07 0.06
H -8.7071 1.3167 -6.4696 0.11 -0.06 0.11 0.07
H -6.6004 2.3375 -6.6489 0.05 -0.05 0.20 0.10
H -6.6768 1.9896 -4.9200 0.02 0.07 -0.11 0.10
H -4.6307 1.2489 -6.7595 -0.11 -0.11 0.08 0.11
H -5.4818 -0.2572 -6.4225 0.12 0.08 0.05 0.10
H -3.4040 0.4998 -4.9040 -0.07 -0.13 0.03 0.12
H -4.5692 1.5780 -4.1700 0.14 -0.15 -0.01 0.14
H -2.4513 -1.6908 -3.8197 -0.09 0.02 0.04 0.08
H -3.6476 -4.0796 -2.9938 -0.12 0.12 -0.09 0.08
H -5.0685 -3.1034 -3.3160 0.12 0.18 0.01 0.12
H -4.6810 -4.2294 -5.3274 0.21 0.00 0.01 0.13
H -2.9165 -4.1311 -5.2148 -0.02 0.08 0.02 0.12
H -3.1852 -1.8871 -5.8132 0.13 -0.07 -0.09 0.07
C 3.2221 -1.4997 6.1040 -0.05 0.01 -0.03 -0.10
C 2.0912 -1.6417 5.0894 0.08 0.00 0.05 -0.25
C 2.5850 -2.0809 3.7109 -0.13 0.04 0.02 -0.22
C 3.3137 -0.9998 2.8974 0.26 -0.18 0.11 -0.26
P 2.2945 0.1800 1.9915 -0.10 -0.08 -0.08 1.02
C 1.0975 -0.7808 1.0325 -0.10 -0.11 -0.01 -0.28
C 1.5764 -1.9694 0.1867 0.09 -0.05 -0.03 -0.24
C 2.3024 -1.6719 -1.1291 -0.02 0.06 -0.01 -0.25
C 1.6100 -0.6432 -2.0171 0.04 -0.02 0.02 -0.10
C 3.3649 1.0313 0.8200 0.30 0.12 -0.15 -0.26
C 4.5750 1.8609 1.2809 -0.02 0.04 0.09 -0.21
C 4.2995 3.2215 1.9213 -0.04 -0.03 0.03 -0.25
C 3.2946 4.0895 1.1727 0.05 0.00 0.02 -0.10
C 1.1886 1.2426 2.9497 -0.28 0.24 0.26 -0.25
C 1.6228 2.3472 3.9274 0.16 0.06 -0.08 -0.21
C 2.6613 1.9900 5.0041 -0.10 0.01 0.09 -0.25
C 2.0393 1.8027 6.3867 0.04 -0.06 -0.06 -0.10
H 3.9855 -0.7907 5.7758 0.01 0.00 0.01 0.07
H 2.8439 -1.1516 7.0639 0.01 0.00 0.01 0.08
H 3.7112 -2.4606 6.2677 0.02 0.00 -0.01 0.08
H 1.5342 -0.7039 5.0209 -0.01 -0.01 -0.03 0.07
H 1.3824 -2.3873 5.4532 -0.01 0.00 -0.01 0.12
H 1.7576 -2.4877 3.1253 0.01 0.01 0.00 0.10
H 3.2878 -2.9052 3.8466 0.00 -0.03 -0.03 0.12
H 3.8950 -1.4855 2.1049 -0.03 0.06 -0.05 0.11
H 4.0505 -0.4739 3.5075 -0.06 0.08 0.00 0.09
H 0.5221 -0.0720 0.4311 0.04 0.02 -0.03 0.10
H 0.3920 -1.1599 1.7787 0.00 0.05 0.02 0.10
H 0.6762 -2.5375 -0.0547 -0.01 0.00 0.01 0.06
H 2.1933 -2.6370 0.7942 -0.03 0.00 0.01 0.10
H 2.3639 -2.6179 -1.6701 0.04 0.00 -0.01 0.12
H 3.3408 -1.3791 -0.9529 -0.01 0.02 0.04 0.09
H 0.6120 -0.9816 -2.2988 0.01 0.01 0.01 0.04
H 2.1882 -0.4746 -2.9252 -0.04 -0.02 -0.02 0.08
H 1.4978 0.3252 -1.5248 0.03 0.02 -0.01 0.06
H 2.7256 1.5978 0.1395 -0.06 0.04 0.07 0.09
H 3.7667 0.2078 0.2236 -0.13 -0.03 -0.02 0.08
H 5.1807 2.0173 0.3858 -0.01 -0.03 -0.03 0.12
H 5.1906 1.2619 1.9569 0.02 -0.01 -0.02 0.11
H 5.2514 3.7525 1.9761 0.01 -0.01 0.02 0.12
H 3.9869 3.0866 2.9572 -0.04 -0.02 -0.01 0.07
H 3.6624 4.3558 0.1805 -0.02 -0.03 -0.02 0.09
H 3.1124 5.0168 1.7153 0.02 0.02 -0.03 0.08
H 2.3270 3.5973 1.0475 -0.01 0.01 0.01 0.06
H 0.5084 0.5495 3.4546 0.10 -0.12 -0.01 0.10
H 0.5722 1.7105 2.1726 0.00 -0.06 -0.04 0.11
H 0.7075 2.6710 4.4268 -0.03 0.01 -0.03 0.12
H 1.9489 3.2120 3.3521 0.05 -0.05 -0.03 0.08
H 3.3997 2.7908 5.0681 0.02 -0.01 -0.01 0.11
H 3.2183 1.0924 4.7286 0.00 0.00 -0.03 0.07
H 1.6243 2.7446 6.7457 -0.03 0.00 0.00 0.08
H 2.7815 1.4668 7.1099 0.00 0.02 0.02 0.08
H 1.2316 1.0680 6.3697 -0.01 0.00 0.01 0.07
```
Positions in Å, forces in eV/Å.